Below is C57H68ClHgN5O3PS3 as an isolated structure, with properties calculated with wB97M-V/def2-TZVPD.

```
! RIJCOSX wB97M-V def2-TZVPD def2/J DEFGRID3
* xyz -2 2
Hg 1.130 0.063 0.032
Cl -2.044 0.263 -1.226
S 1.526 3.498 1.124
S -1.973 -3.151 0.617
S 2.129 6.862 1.439
P 1.371 5.180 2.147
O 0.634 0.130 4.780
O 2.809 0.646 -1.630
O 3.542 -3.650 -0.550
N 1.803 -1.461 1.750
N -3.830 -2.433 -1.085
N 0.117 0.510 2.625
N -2.234 -4.002 -1.846
N 1.961 -2.074 -0.936
C 2.941 5.749 5.916
C 1.630 -2.475 -3.406
C 0.815 -0.141 3.451
C -3.793 -6.894 -1.893
C 2.009 4.906 3.859
C 3.382 -3.236 2.253
C -0.441 1.082 4.842
C -2.589 -0.040 2.328
C 3.040 4.455 6.413
C -4.136 -5.541 -2.535
C 5.164 1.075 -1.767
C 5.513 0.322 -0.495
C -1.005 5.522 3.735
C -3.210 1.992 3.443
C 0.373 -1.888 -3.405
C 4.808 0.869 0.745
C -0.416 5.491 2.477
C -5.575 -1.077 -2.157
C -2.221 1.112 3.016
C -4.910 0.580 2.492
C 2.567 -2.334 -2.238
C -6.876 -1.653 -1.582
C 3.447 -3.574 -1.969
C 2.073 -3.105 -4.570
C 1.630 3.410 -2.630
C -0.688 1.166 -0.457
C 2.604 -2.506 1.337
C -1.212 5.697 1.348
C 2.432 5.975 4.644
C 4.683 2.543 -4.083
C 2.121 3.611 4.357
C -2.571 5.928 1.476
C 1.277 -3.156 -5.704
C 0.031 -2.543 -5.700
C -3.291 -6.837 -0.450
C -2.725 -3.193 -0.875
C -4.445 -2.086 -2.362
C -3.926 -0.303 2.068
C -0.411 -1.908 -4.549
C -6.821 -2.028 -0.098
C 2.647 -2.733 -0.056
C -3.154 5.964 2.740
C 3.810 1.240 -2.200
C 2.208 2.529 -3.748
C 2.497 -1.867 4.015
C -4.546 1.729 3.184
C 5.997 2.279 -3.713
C 1.244 1.386 -4.077
C -2.945 -4.654 -2.937
C 6.207 1.570 -2.538
C -2.370 5.765 3.864
C 5.240 -1.177 -0.657
C 2.629 3.385 5.630
C 1.761 -1.195 3.071
C 3.604 2.067 -3.354
C -0.772 1.391 3.351
C 3.346 -2.922 3.586
H -3.289 -3.900 -3.644
H -1.289 0.613 5.345
H 4.977 1.940 0.856
H 3.206 -1.470 -2.473
H 0.593 3.693 -2.840
H -3.986 -6.281 0.182
H -7.161 -2.536 -2.165
H -2.922 2.893 3.969
H -4.857 -2.980 -2.834
H -6.070 -2.793 0.094
H 4.489 3.156 -4.960
H 1.824 2.782 3.721
H 2.989 -4.489 -2.358
H -3.189 -7.846 -0.045
H 3.445 4.282 7.404
H -7.669 -0.914 -1.723
H 3.067 -3.541 -4.600
H 1.637 -3.657 -6.595
H 5.160 0.362 1.649
H -1.369 -1.404 -4.549
H 2.225 4.316 -2.503
H 1.630 0.763 -4.890
H 4.451 -3.475 -2.382
H -5.954 0.382 2.276
H 4.188 -1.320 -0.903
H 5.849 -1.598 -1.463
H -3.180 6.079 0.593
H 2.710 2.370 6.005
H -4.219 6.138 2.844
H 1.118 0.763 -3.195
H -5.794 -0.642 -3.135
H 2.318 3.143 -4.649
H -7.790 -2.402 0.239
H -5.209 -0.261 -1.522
H 6.591 0.451 -0.339
H -5.307 2.426 3.519
H -2.822 5.796 4.850
H -0.116 1.953 5.411
H -1.820 -0.722 1.983
H 3.734 0.720 0.671
H 2.368 6.976 4.236
H -0.585 -2.556 -6.593
H 2.410 -1.597 5.057
H -2.324 -6.349 -0.362
H 7.226 1.393 -2.203
H -4.702 -5.740 -3.452
H -0.534 2.428 3.091
H -0.395 5.363 4.618
H -3.055 -7.406 -2.522
H -1.107 1.572 0.457
H 1.659 2.865 -1.685
H -1.392 -4.452 -1.533
H -4.698 -7.509 -1.911
H -4.190 -1.213 1.538
H -0.452 1.985 -1.127
H 3.269 6.587 6.523
H -4.787 -4.979 -1.857
H 0.266 1.780 -4.375
H -2.207 -5.254 -3.471
H 0.027 -1.391 -2.507
H 3.952 -3.465 4.299
H -3.847 -1.665 -0.427
H -3.701 -1.648 -3.033
H 4.009 -4.036 1.881
H -0.738 5.658 0.374
H -6.570 -1.152 0.507
H 5.453 -1.726 0.266
H 6.831 2.634 -4.308
*
```

largest force on an atom: 0.899 eV/Å
total energy: -132301.589 eV



Below is a 2-piece molecular cluster, C3H9N2O overall in a non-equilibrium geometry, with properties calculated with wB97M-V/def2-TZVPD.

```
! RIJCOSX wB97M-V def2-TZVPD def2/J DEFGRID3
* xyz 1 1
O -1.162 0.711 -0.527
N 0.260 -1.300 0.642
N 1.024 1.189 0.103
C 0.186 -1.729 1.825
C -0.168 0.693 0.337
C -0.823 0.743 -1.860
H 0.307 -2.884 2.169
H 1.299 1.493 -0.740
H -0.826 1.803 -2.117
H 0.137 0.206 -2.342
H 1.684 1.386 0.839
H -0.354 0.621 1.405
H 0.241 -2.048 -0.072
H -0.065 -1.150 2.660
H -1.740 0.268 -2.323
*
```

largest force on an atom: 4.298 eV/Å
energy above the lowest of the compared OMol25 structures with the same formula, charge and spin: 79.1 kcal/mol



Below is a 3-piece molecular cluster, C19H25N3O9P2S2 overall in a non-equilibrium geometry, with properties calculated with wB97M-V/def2-TZVPD.

```
! RIJCOSX wB97M-V def2-TZVPD def2/J DEFGRID3
* xyz 0 1
S -0.362 -3.541 -1.613
S -5.315 -3.605 -2.158
P 0.108 2.487 -2.155
P -5.340 -2.353 -0.654
O 2.345 -4.005 -0.663
O -0.283 4.025 -1.533
O -0.654 3.573 1.428
O 5.055 0.938 1.751
O 1.814 -6.188 -0.365
O 3.095 1.996 1.328
O 1.361 2.642 -3.030
O -4.296 3.310 1.366
O -1.234 1.956 -3.115
N -2.067 -3.398 -1.348
N -2.386 2.535 0.080
N 0.077 -1.916 -1.369
C 2.712 3.205 0.661
C -4.560 3.701 -1.037
C 3.703 -6.876 0.830
C 5.068 3.112 0.699
C -3.726 0.202 -0.270
C -1.084 -1.130 -1.015
C -1.593 2.730 1.353
C 2.563 -5.073 -0.149
C -2.377 -2.037 -1.010
C 3.654 -5.363 0.844
C -1.857 1.838 2.687
C 3.924 4.103 0.738
C 0.321 1.166 -0.786
C -3.724 -1.325 -0.645
C 2.280 -7.245 0.481
C -2.442 1.102 -0.269
C -1.094 0.398 -0.681
C -3.723 3.140 0.241
C 4.453 1.893 1.331
H -2.914 1.411 2.587
H -4.580 4.849 -0.897
H 4.379 -7.214 0.037
H -1.058 1.004 2.676
H 3.932 4.634 1.695
H -1.218 4.232 -1.754
H 4.601 -4.927 0.526
H -4.746 0.639 -0.009
H 2.439 2.963 -0.371
H -2.062 2.336 -2.726
H 1.847 3.643 1.162
H 2.224 -8.196 -0.053
H -4.040 3.398 -2.009
H 5.363 2.871 -0.325
H 3.359 -4.974 1.822
H 3.960 4.846 -0.060
H -5.641 3.352 -0.948
H 1.636 -7.296 1.364
H 1.163 0.468 -1.158
H -1.729 2.565 3.563
H 4.043 -7.313 1.770
H 0.656 1.602 0.215
H -5.578 -2.973 0.618
H 5.924 3.463 1.275
H -6.376 -1.378 -0.954
*
```

structure (SMILES): CC(=O)N(C(C)=O)c1cc([PH2]=S)c2nsnc2c1CP(=O)(O)O.O=C1CCCO1.O=C1CCCO1
largest force on an atom: 5.584 eV/Å
total energy: -83250.032 eV



Below is a 6-piece molecular cluster, C29H43N6O9PS overall in a non-equilibrium geometry, with properties calculated with wB97M-V/def2-TZVPD.

```
! RIJCOSX wB97M-V def2-TZVPD def2/J DEFGRID3
* xyz 0 1
S 6.868 -1.682 2.948
P 6.763 -3.001 1.515
O -7.130 2.771 1.364
O 1.612 -2.436 -0.479
O -3.161 4.129 4.373
O -1.513 -5.285 -3.980
O -10.426 -0.459 -0.386
O -0.646 2.063 -1.834
O 9.364 -3.800 -0.663
O -0.689 2.867 0.180
O 4.059 -1.346 -4.529
N -1.520 5.052 3.156
N -4.967 2.730 0.771
N -2.843 -4.505 -2.349
N -12.045 0.540 0.799
N 11.276 -3.578 -1.809
N -0.179 3.055 -0.833
C -2.870 6.490 4.615
C -2.540 5.130 4.049
C 2.378 -1.704 -1.064
C 10.584 -3.908 -0.694
C 4.529 -2.341 0.061
C 2.596 -0.205 -3.036
C -10.759 0.456 0.349
C 5.920 -2.425 0.033
C 3.860 -1.870 -1.055
C 11.369 -4.410 0.494
C -12.622 1.542 1.670
C 0.811 0.214 -1.464
C 2.186 0.864 -3.820
C -3.539 2.631 1.000
C 12.709 -3.640 -2.029
C -0.680 6.123 2.654
C -3.211 -3.661 -1.229
C 0.437 1.298 -2.241
C 3.780 -1.045 -3.392
C -0.622 -3.510 -2.642
C 1.904 -0.537 -1.869
C -5.531 2.413 3.122
C 6.625 -2.054 -1.109
C 5.948 -1.611 -2.238
C -9.795 1.526 0.800
C -1.680 -4.507 -3.057
C 1.102 1.625 -3.414
C -5.961 2.648 1.698
C 4.565 -1.517 -2.212
H -0.997 -2.490 -2.739
H -3.121 1.799 0.432
H 10.694 -3.254 -2.566
H 13.213 -4.004 -1.141
H -3.047 3.553 0.684
H 7.704 -2.115 -1.130
H -0.772 6.204 1.570
H -6.413 2.388 3.754
H -4.856 3.207 3.447
H 12.938 -4.311 -2.857
H -3.422 -4.266 -0.346
H -1.347 4.118 2.818
H -3.158 7.182 3.823
H -2.016 6.905 5.153
H -3.700 6.377 5.305
H 6.483 -1.326 -3.134
H -10.128 2.511 0.472
H 0.366 5.932 2.898
H -2.403 -2.978 -0.990
H -13.442 2.062 1.169
H 0.759 2.474 -3.988
H 11.915 -5.319 0.242
H 7.979 -3.539 1.086
H -5.294 2.882 -0.170
H 13.100 -2.650 -2.268
H -13.013 1.082 2.580
H 0.261 -0.027 -0.565
H -3.510 -5.188 -2.670
H 2.713 1.100 -4.734
H -9.697 1.532 1.885
H -0.970 7.070 3.096
H 10.673 -4.628 1.298
H 12.078 -3.656 0.837
H 0.238 -3.634 -3.294
H 5.980 -4.101 1.896
H -4.101 -3.076 -1.465
H -12.639 -0.202 0.464
H -11.872 2.274 1.950
H -3.339 2.476 2.056
H -5.004 1.462 3.212
H -8.822 1.330 0.369
H -0.310 -3.675 -1.612
H 3.977 -2.614 0.951
*
```

structure (SMILES): O=NOc1ccc2c(c1)C(=O)c1cc([PH2]=S)ccc1C2=O.CNC(C)=O.CNC(C)=O.CNC(C)=O.CNC(C)=O.CNC(C)=O
largest force on an atom: 1.032 eV/Å
total energy: -78261.774 eV



Below is an isolated ion of composition C7H17N2S and charge +1 in a non-equilibrium geometry, with properties calculated with wB97M-V/def2-TZVPD.

```
! RIJCOSX wB97M-V def2-TZVPD def2/J DEFGRID3
* xyz 1 1
S 0.193 -1.464 0.002
N 0.749 1.448 -0.226
N 0.196 0.084 -2.211
C 1.530 -0.416 1.992
C -1.664 0.909 -0.621
C 1.137 0.950 -3.031
C -0.179 0.615 -0.780
C 0.202 -1.112 1.792
C 0.037 -2.453 2.471
C 1.818 0.831 2.531
H 0.316 2.150 0.319
H 2.859 1.187 2.590
H 1.797 1.332 -2.149
H 0.645 1.762 -3.513
H -2.098 1.049 -1.617
H 1.673 0.270 -3.701
H -2.153 0.064 -0.081
H 0.762 -0.780 -2.086
H -0.389 -3.072 1.780
H 1.621 1.250 0.176
H -0.592 -2.512 3.384
H -0.651 -0.567 1.984
H -1.795 1.733 -0.020
H 2.425 -0.892 1.631
H -0.637 0.068 -2.730
H 0.999 -2.905 2.653
H 1.037 1.464 2.913
*
```

structure (SMILES): C=C[C@H](C)S[C@@](C)(N)[NH2+]C
largest force on an atom: 4.479 eV/Å
energy above the lowest of the compared OMol25 structures with the same formula, charge and spin: 75.6 kcal/mol



Below is a 2-piece molecular cluster, C4H12O overall in a non-equilibrium geometry, with properties calculated with wB97M-V/def2-TZVPD.

```
! RIJCOSX wB97M-V def2-TZVPD def2/J DEFGRID3
* xyz 0 1
O -3.842 -1.346 -1.399
C 1.459 0.167 0.787
C 2.778 0.417 1.528
C -2.710 -1.137 -2.199
C 0.528 1.382 0.827
H 2.544 0.706 2.559
H -1.767 -1.449 -1.752
H -0.431 1.088 0.410
H 0.880 2.273 0.318
H -3.735 -2.149 -0.877
H -2.779 -1.610 -3.179
H 0.935 -0.681 1.222
H 0.285 1.640 1.864
H 3.320 1.260 1.074
H -2.589 -0.074 -2.392
H 1.670 -0.051 -0.260
H 3.456 -0.436 1.469
*
```

structure (SMILES): CCC.CO
largest force on an atom: 1.033 eV/Å
energy above the lowest of the compared OMol25 structures with the same formula, charge and spin: 14.3 kcal/mol



Below is C23H29ClN3O3S4Tc as an isolated structure in a non-equilibrium geometry, with properties calculated with wB97M-V/def2-TZVPD.

```
! RIJCOSX wB97M-V def2-TZVPD def2/J DEFGRID3
* xyz 3 2
Tc -1.027 -0.934 0.604
Cl 3.204 8.644 -0.457
S -0.028 -2.494 2.067
S -0.307 0.660 2.411
S -2.446 -2.263 -0.598
S -3.010 -1.107 2.098
O 1.609 0.951 0.145
O -0.586 0.729 -0.268
O 1.779 3.107 -1.462
N 0.557 -1.571 -0.744
N 1.681 -1.639 -2.616
N -2.504 -3.845 -2.708
C 3.258 4.701 -0.635
C -1.204 -5.726 -3.252
C -2.241 -4.874 -3.537
C 1.190 5.466 -1.731
C 2.771 7.034 -0.775
C -1.870 1.127 3.194
C 0.519 -0.322 3.689
C 0.491 2.590 -1.246
C 3.631 5.991 -0.381
C 1.156 -1.532 3.046
C -2.718 -2.751 2.808
C -0.760 -4.431 -1.261
C 0.612 1.346 -0.380
C -0.461 -5.499 -2.100
C 2.036 4.432 -1.270
C -1.298 -3.010 3.285
C -2.757 -0.037 3.550
C -0.030 5.223 -2.577
C 0.561 -1.212 -2.016
C 1.577 6.760 -1.452
C -1.803 -3.586 -1.580
C 2.442 -2.307 -1.691
C 1.735 -2.262 -0.534
H -2.343 -0.636 4.359
H -0.188 -0.592 4.472
H 0.108 4.374 -3.247
H 3.880 3.866 -0.343
H 1.291 0.304 4.137
H 3.403 -2.730 -1.924
H -0.208 -0.642 -2.511
H -1.080 -2.517 4.231
H 4.563 6.221 0.115
H -0.169 3.295 -0.731
H 1.909 -1.233 2.315
H 0.352 -6.167 -1.844
H 1.931 -1.472 -3.579
H 1.620 -2.201 3.772
H -2.348 1.785 2.465
H -0.200 -4.264 -0.353
H -3.741 0.311 3.864
H -1.155 -4.081 3.432
H -3.427 -2.882 3.627
H -0.928 5.053 -1.979
H -0.221 6.096 -3.197
H -2.887 -4.974 -4.398
H -3.003 -3.445 2.019
H -0.995 -6.556 -3.911
H -3.289 -3.241 -2.931
H 0.970 7.588 -1.794
H 0.012 2.314 -2.189
H 2.024 -2.661 0.422
H -1.638 1.733 4.072
*
```

largest force on an atom: 2.319 eV/Å
energy above the lowest of the compared OMol25 structures with the same formula, charge and spin: 0.0 kcal/mol



Q: Look up the largest force on an atom of the seventh one.
A: 2.319 eV/Å



Q: Number 4 is which compound?
A: C29H43N6O9PS



Q: largest force on an atom of number 7 (C23H29ClN3O3S4Tc)?
A: 2.319 eV/Å